w) 15
Properties=species:S:1:pos:R:3 method="wB97M-V/def2-TZVPD" lumo_energy_ha="-0.1914 / -0.3496" homo_energy_ev="-13.506 / -13.506" multiplicity=2 total_charge=+1
O -0.700 -2.789 -1.911
O 1.829 -0.128 1.878
O 0.756 5.063 -2.347
N -1.552 -1.409 1.162
C -0.515 -2.003 0.321
C -0.780 -1.828 -1.245
H 2.479 -0.642 2.422
H -2.442 -1.168 0.734
H -0.346 -3.038 0.581
H 1.337 4.946 -1.633
H 1.062 -0.149 2.487
H 0.342 -1.341 0.516
H -1.161 -0.836 -1.567
H 0.862 5.851 -2.891
H -1.171 -0.528 1.492

=====

x) 15
Properties=species:S:1:pos:R:3 method="wB97M-V/def2-TZVPD" lumo_energy_ha="-0.1703 / -0.3607" homo_energy_ev="-15.019 / -15.014" multiplicity=2 total_charge=+1
O 0.269 1.495 2.342
O 2.391 0.573 -0.006
O -1.148 0.992 -0.197
N -1.196 -1.191 -0.712
C -0.003 -1.108 -1.502
C -1.669 -0.090 -0.026
H -2.497 -0.287 0.668
H 1.874 0.640 0.800
H -1.603 -2.100 -0.533
H 0.856 -1.460 -0.899
H -0.541 1.909 2.669
H -0.120 -1.788 -2.349
H 0.054 1.362 1.408
H 0.200 -0.121 -1.796
H 3.132 1.174 0.133

=====

On energetic grounds, x) is preferred over the next structure by 96.5 kJ/mol.

=====

w) 7
Properties=species:S:1:pos:R:3 method="wB97M-V/def2-TZVPD" lumo_energy_ha="-0.0511 / -0.0511" homo_energy_ev="-8.824 / -8.832" total_charge=0
I 2.271 -0.313 0.028
F 0.369 1.827 0.008
N -1.402 -0.631 -0.465
C 0.536 0.588 0.616
H 0.473 0.555 1.734
H -1.054 -1.632 -0.415
H -1.192 -0.394 -1.504

=====

x) 7
Properties=species:S:1:pos:R:3 method="wB97M-V/def2-TZVPD" lumo_energy_ha=-0.0291 homo_energy_ev=-8.616 total_charge=0
I -3.023 -0.163 0.011
F -1.011 1.900 0.322
N 0.300 -0.822 0.219
C -1.307 0.872 -0.450
H 0.204 -0.552 1.171
H 0.707 -0.026 -0.290
H -0.924 0.947 -1.522

=====

On energetic grounds, x) is preferred over the next structure by 29.2 kJ/mol.

=====

w) 21
Properties=species:S:1:pos:R:3 method="wB97M-V/def2-TZVPD" smiles=OCNCCCS.O lumo_energy_ha=0.0214 homo_energy_ev=-8.726 total_charge=0
S 0.888 -3.045 -0.064
O 0.650 2.213 1.441
O -1.965 1.686 1.595
N 1.121 0.236 0.168
C -0.424 -2.415 -1.113
C 0.223 0.188 -1.013
C -0.791 -0.946 -0.887
C 1.554 1.557 0.553
H -0.281 1.145 -1.171
H 0.606 -0.119 0.964
H 1.631 2.145 -0.367
H -1.067 -0.879 0.169
H -0.172 2.442 0.993
H 0.943 0.007 -1.819
H 2.481 1.537 1.120
H -1.562 1.799 2.464
H 1.903 -2.186 -0.235
H -0.164 -2.585 -2.162
H -1.733 -0.710 -1.389
H -2.489 0.885 1.698
H -1.352 -2.954 -0.943

=====

x) 21
Properties=species:S:1:pos:R:3 method="wB97M-V/def2-TZVPD" smiles=N[C@@H](CO)CCS.O lumo_energy_ha=0.0247 homo_energy_ev=-9.118 total_charge=0
S 2.763 1.306 0.572
O -0.172 0.442 -3.025
O -1.942 -0.266 2.377
N -1.579 -0.480 -0.390
C 1.753 0.415 -0.769
C -0.397 -0.120 0.477
C 0.854 -0.641 -0.156
C -0.591 -0.570 2.012
H 0.128 -0.088 2.655
H -0.771 -0.099 -2.312
H -2.071 0.624 2.684
H -0.490 0.952 0.401
H 2.346 0.080 -1.622
H -0.507 -1.733 2.182
H 0.633 -1.561 -0.754
H -1.891 -1.518 -0.439
H 2.399 2.499 0.212
H -0.714 0.337 -3.761
H 1.097 1.323 -1.104
H 1.527 -0.976 0.678
H -2.373 0.075 0.083

=====

y) 21
Properties=species:S:1:pos:R:3 method="wB97M-V/def2-TZVPD" smiles=CN[C@H](CO)CS.O lumo_energy_ha=0.0200 homo_energy_ev=-8.939 total_charge=0
S -2.676 -0.079 -1.138
O 2.902 1.420 0.882
O 0.522 1.158 1.877
N 1.285 -0.453 -0.542
C 1.343 -1.784 -0.019
C -0.405 0.372 1.208
C -0.978 -0.816 -1.083
C -0.042 0.157 -0.246
H -0.614 -0.762 -2.184
H 2.801 0.948 -0.079
H 2.334 -2.028 0.383
H 0.896 -1.880 1.066
H 1.445 -0.386 -1.575
H -0.552 -0.633 1.864
H -0.192 1.274 -0.801
H 3.157 0.727 1.504
H -1.092 -1.938 -0.671
H -1.398 1.016 1.295
H -2.441 1.214 -0.996
H 1.212 -2.721 -0.461
H 1.367 1.406 1.422

=====

On energetic grounds, w) is preferred over the next structure by 69.8 kJ/mol.

=====

w) 24
Properties=species:S:1:pos:R:3 method="wB97M-V/def2-TZVPD" smiles="O=C(Nc1ccccn1)c1ccccn1" lumo_energy_ha=-0.0028 homo_energy_ev=-8.464 total_charge=0
O 0.386 2.048 -0.891
N -2.411 0.848 0.481
N 1.990 -1.053 -0.157
N -0.531 -0.117 -0.451
C -1.823 -0.164 -0.154
C 4.311 0.488 0.409
C 0.557 0.917 -0.546
C 4.289 -0.901 0.415
C -3.681 0.830 0.928
C 3.056 1.073 0.254
C 3.110 -1.667 0.250
C -2.619 -1.171 -0.552
C 1.924 0.313 -0.199
C -4.522 -0.214 0.548
C -4.039 -1.136 -0.320
H -0.074 -1.022 -0.492
H 5.152 1.014 0.642
H 3.169 -2.692 0.436
H 5.234 -1.514 0.446
H -4.084 1.665 1.418
H -5.549 -0.034 0.820
H -4.723 -1.955 -0.487
H 3.154 2.150 0.219
H -2.083 -1.948 -1.186

=====

x) 24
Properties=species:S:1:pos:R:3 method="wB97M-V/def2-TZVPD" smiles="O=c1nnc2ccc3c(c2[nH]1)=CCCC=3" lumo_energy_ha=-0.0523 homo_energy_ev=-7.736 total_charge=0
O -1.060 0.883 4.779
N -0.093 -2.095 3.580
N -1.092 0.282 2.601
N -0.210 -1.059 4.336
C -0.730 0.122 3.940
C -0.907 -0.535 0.303
C -0.358 -1.509 -0.576
C -0.872 -0.747 1.737
C -0.105 -3.037 1.262
C -0.042 -1.278 -1.883
C -0.063 -2.761 -0.079
C -1.488 0.650 -0.333
C -0.439 -1.988 2.260
C -0.074 0.147 -2.486
C -1.238 1.021 -1.872
H 0.320 -3.526 -0.862
H -1.409 1.192 2.264
H 0.403 -2.021 -2.458
H -1.050 2.073 -1.961
H -0.153 0.065 -3.552
H -2.017 0.858 -2.597
H 0.176 -4.062 1.591
H -1.963 1.368 0.424
H 0.888 0.678 -2.284

=====

On energetic grounds, w) is preferred over the next structure by 186.4 kJ/mol.

=====

w) 36
Properties=species:S:1:pos:R:3 method="wB97M-V/def2-TZVPD" lumo_energy_ha="-0.1501 / -0.4163" homo_energy_ev="-13.855 / -13.850" multiplicity=2 total_charge=+1
O 1.546 3.530 0.319
O 0.521 -3.141 0.594
O -3.358 1.313 0.508
O -4.164 -0.896 -0.796
O 3.339 -0.006 -0.172
O 2.406 1.880 3.180
O 0.002 -0.924 -1.889
O 0.905 -0.347 1.158
O 0.035 -1.988 3.182
O -2.539 -2.620 0.288
O -0.335 2.619 -3.015
O 2.623 -0.596 -3.452
H 3.174 -0.003 -2.958
H -4.008 -0.094 -0.249
H -2.926 -1.762 -0.030
H -3.877 1.921 -0.031
H 1.818 2.112 3.865
H 2.581 -0.629 -0.141
H 1.771 3.142 1.158
H -0.594 3.128 -2.202
H -0.370 -1.198 3.491
H -3.011 1.824 1.277
H 2.950 0.868 -0.315
H -4.001 -0.641 -1.719
H 0.897 -0.582 0.250
H 0.477 0.498 1.110
H -0.136 -0.945 -2.838
H -2.242 -2.524 1.225
H 0.142 -2.327 0.363
H 0.231 -1.981 2.277
H 0.247 2.022 -2.464
H 0.003 -3.858 0.169
H 2.011 1.542 2.405
H -0.517 -1.781 -1.659
H 2.427 3.418 0.000
H 1.972 -0.973 -2.890

=====

x) 36
Properties=species:S:1:pos:R:3 method="wB97M-V/def2-TZVPD" lumo_energy_ha="-0.1302 / -0.3841" homo_energy_ev="-13.982 / -13.002" multiplicity=2 total_charge=+1
O 3.080 1.862 0.087
O 2.823 -3.736 -1.170
O -2.396 2.186 1.779
O -2.377 0.886 -2.927
O -0.677 0.938 3.418
O -2.006 -1.224 -0.037
O 4.890 0.603 1.750
O -0.123 -0.997 1.634
O -3.599 1.536 -0.926
O 4.357 -2.111 0.761
O -0.253 2.651 -0.743
O -2.539 -3.111 -1.712
H 4.751 -2.153 -0.121
H 4.012 0.951 1.959
H -0.585 1.824 2.993
H -1.714 0.223 -2.700
H 0.335 -0.260 1.205
H 1.910 -4.039 -1.056
H -2.751 1.854 -0.628
H -0.810 0.218 2.715
H 3.980 2.122 0.315
H -2.891 0.376 -3.575
H -2.421 -0.369 -0.217
H -2.843 2.789 2.412
H -2.986 1.857 1.092
H -0.214 3.162 -1.555
H 4.671 -0.280 1.400
H -2.351 -2.153 -1.648
H 3.445 -2.366 0.571
H -3.809 1.630 -1.852
H -0.588 -1.512 0.897
H 2.678 -2.782 -1.309
H 3.096 1.354 -0.727
H -0.900 3.031 -0.144
H -2.475 -1.656 0.698
H -2.720 -3.301 -2.642

=====

On energetic grounds, x) is preferred over the next structure by 110.4 kJ/mol.

=====

w) 100
Properties=species:S:1:pos:R:3 method="wB97M-V/def2-TZVPD" lumo_energy_ha=-0.2230 homo_energy_ev=-13.217 total_charge=+2
Ta -0.796 1.849 -0.912
S -1.889 -0.194 1.529
S 1.207 -0.759 0.052
S -1.808 4.019 -5.004
O -0.777 0.370 -2.322
O -3.873 4.204 0.091
O 1.099 1.863 -1.976
O -0.458 3.303 0.299
O 0.516 0.642 0.174
O -1.629 4.386 1.914
O -2.040 0.882 0.388
O -2.558 2.719 -0.999
N 0.306 0.046 -3.004
N -0.878 3.289 -2.734
N 1.245 0.855 -2.785
C 1.991 -1.564 3.935
C 1.173 -1.409 1.696
C 7.033 0.461 -0.941
C -1.702 -5.280 -1.550
C 2.728 -0.423 -4.259
C -3.472 -0.420 3.660
C -5.785 0.383 2.344
C 5.009 -1.020 -1.121
C -0.250 -3.812 5.865
C -3.453 -0.089 2.311
C -1.182 5.250 -3.963
C -1.600 3.869 0.860
C -1.196 -4.164 4.875
C 2.905 -0.360 -0.206
C -2.847 3.639 -0.069
C -2.875 -1.960 -0.374
C 4.708 1.503 -3.883
C 0.261 -5.918 -0.306
C -4.677 -0.368 4.341
C -1.900 -1.706 0.617
C 3.672 -1.294 -0.887
C 0.928 -2.444 4.261
C -4.600 0.323 1.640
C 3.439 0.851 0.220
C 3.955 -0.558 -4.879
C -0.018 -2.804 3.266
C -1.086 -3.673 3.607
C -1.423 2.855 -3.837
C -1.779 -4.072 -0.821
C 2.518 0.686 -3.449
C -7.152 0.096 4.435
C -0.808 -3.810 0.179
C 0.126 -2.268 1.960
C 3.485 1.654 -3.248
C -0.711 4.683 -2.775
C -0.552 7.417 -3.235
C 2.121 -1.050 2.681
C 4.944 0.404 -4.694
C 4.775 1.106 -0.027
C 0.214 -4.760 0.418
C -5.846 0.031 3.698
C -0.052 6.857 -2.052
C 0.785 -2.973 5.565
C -1.111 6.619 -4.208
C -0.117 5.502 -1.811
C -0.885 -2.587 0.905
C -0.707 -6.181 -1.299
C -2.807 -3.123 -1.074
C 5.580 0.178 -0.694
H -2.449 -5.480 -2.309
H 0.297 5.091 -0.903
H -0.492 8.485 -3.388
H -4.558 0.633 0.604
H -7.011 0.004 5.509
H 5.475 2.253 -3.746
H -0.351 -4.213 6.864
H -1.813 -3.950 2.853
H 5.899 0.296 -5.192
H 1.039 -6.644 -0.114
H -2.560 -0.708 4.171
H -1.665 1.814 -3.997
H -7.666 1.035 4.230
H 1.949 -1.159 -4.400
H -6.684 0.720 1.843
H -3.544 -3.344 -1.836
H -3.658 -1.239 -0.563
H -7.809 -0.712 4.109
H 5.614 -1.742 -1.655
H 4.138 -1.411 -5.517
H 7.233 1.531 -0.970
H 3.232 -2.223 -1.234
H -4.705 -0.621 5.393
H 2.938 -0.386 2.436
H -2.010 -4.830 5.128
H 0.399 7.502 -1.310
H 5.204 2.045 0.300
H 1.510 -2.700 6.322
H -0.659 -7.105 -1.859
H 3.282 2.506 -2.616
H -1.484 7.039 -5.132
H 0.953 -4.570 1.186
H 2.818 1.582 0.721
H 2.708 -1.304 4.704
H 7.368 0.015 -1.878
H 7.641 0.034 -0.141

=====

x) 100
Properties=species:S:1:pos:R:3 method="wB97M-V/def2-TZVPD" lumo_energy_ha=-0.2452 homo_energy_ev=-13.185 total_charge=+2
Ta -2.371 0.290 0.627
S 0.025 1.337 2.518
S -0.015 -0.149 -1.203
S -2.978 -4.357 0.726
O -4.247 0.102 1.052
O -6.064 0.946 2.101
O -0.281 0.514 -2.498
O -0.664 0.136 1.732
O -4.172 3.022 2.981
O -2.943 -0.416 -1.252
O -2.666 1.705 1.939
O -2.471 1.820 -0.664
N -2.447 -1.876 0.995
N -2.827 1.693 -1.925
N -3.056 0.502 -2.199
C -0.075 4.591 -0.628
C -0.724 4.714 0.622
C 3.265 1.742 0.217
C 0.178 2.594 1.284
C -3.000 0.283 -5.873
C -0.481 -2.347 -2.708
C 1.664 0.173 -0.689
C -4.265 -0.951 -3.709
C -3.202 -4.385 3.535
C 1.644 0.702 2.834
C -2.616 -2.832 0.110
C -2.700 0.705 -4.588
C 0.739 3.457 -0.891
C 1.920 1.394 -0.114
C -4.547 -1.356 -5.003
C 0.884 2.450 0.103
C -3.349 0.074 -3.539
C 1.257 4.350 -3.075
C -3.914 2.065 2.342
C -4.917 0.993 1.845
C -0.579 -3.714 -2.939
C -2.643 -2.359 2.303
C 4.902 3.298 1.079
C -2.609 -1.622 3.489
C 0.013 -1.905 -1.492
C -0.209 5.593 -1.619
C 5.922 2.340 0.889
C -0.182 -4.639 -1.977
C 4.190 -0.184 3.465
C 1.994 -0.604 2.537
C -2.871 -2.277 4.672
C 5.625 1.118 0.361
C -3.918 -0.739 -6.078
C 0.405 -2.806 -0.508
C 5.569 -0.667 3.808
C 1.405 3.368 -2.143
C 3.608 3.008 0.758
C 2.702 -0.746 -0.966
C 3.270 -1.035 2.852
C 0.442 5.476 -2.811
C -0.253 -6.115 -2.242
C 0.315 -4.162 -0.760
C 3.981 -0.444 -0.610
C -3.159 -3.648 4.698
C -0.619 3.732 1.559
C 3.791 1.113 3.781
C 4.294 0.795 0.000
C -2.946 -3.720 2.338
C 2.519 1.565 3.478
H -4.757 -1.401 -2.858
H 5.577 -1.118 4.802
H -0.903 -6.339 -3.086
H 2.228 2.580 3.726
H 5.910 -1.423 3.101
H 1.278 -1.267 2.072
H 0.795 -2.457 0.441
H -1.153 3.800 2.497
H -1.968 1.476 -4.394
H -0.960 -4.065 -3.890
H 2.840 3.756 0.909
H 6.943 2.587 1.149
H -3.359 -4.132 5.644
H 0.740 -6.505 -2.475
H -5.267 -2.144 -5.173
H -1.325 5.592 0.821
H -2.388 -0.562 3.498
H -2.510 0.751 -6.716
H -4.146 -1.059 -7.086
H 0.340 6.248 -3.562
H 2.021 2.505 -2.359
H 2.489 -1.679 -1.466
H 6.404 0.385 0.193
H -2.857 -1.722 5.600
H 4.489 1.784 4.266
H -2.525 -2.662 -0.953
H -0.616 -6.657 -1.369
H -3.436 -5.440 3.549
H 3.561 -2.051 2.616
H 1.765 4.272 -4.026
H 4.780 -1.145 -0.813
H -0.831 6.454 -1.410
H 5.153 4.272 1.479
H 6.284 0.154 3.812
H -0.773 -1.628 -3.463
H 0.635 -4.867 -0.002

=====

On energetic grounds, w) is preferred over the next structure by 40.1 kJ/mol.